Molecular formula: C29H36N4OPPd
Method: DFT, ωB97M-V/def2-TZVPD

Cartesian coordinates (Å):
H 0.76945 -2.54581 3.03284
H 3.53947 -0.41677 0.46367
H -0.07734 4.53622 -0.15136
H 2.85937 -1.81153 -0.42415
N -0.46616 0.71368 2.39144
C 0.69427 -3.28540 -0.72558
H 4.02382 -0.74212 -1.21453
C 3.43919 4.09259 -1.03150
H 0.79686 0.22554 -2.65412
C 1.17721 -2.92270 2.09546
N -2.56796 0.24335 -1.26201
H -0.33465 -3.88836 -3.90121
H -1.99835 -2.35590 1.80734
C -2.37090 3.96148 2.25921
H 2.21683 -2.60566 2.01949
C -1.49371 -2.89329 1.01114
C -4.44070 1.64265 -0.85194
C -5.30992 0.57963 -1.06129
H 4.89148 3.41022 -2.45887
C 2.35489 3.75561 -0.25754
C 1.62472 -0.39555 -2.32127
H -0.89593 -2.49872 -1.94697
C -0.94269 2.04637 2.02423
H -4.81054 2.63060 -0.61697
H -2.60100 2.16884 3.38848
H -1.44090 -3.95175 1.26935
H -2.35665 2.23831 -0.83818
C 2.52277 1.45671 -1.05670
H -2.38811 -0.16148 2.43455
H 1.13283 -4.01175 2.12554
H -3.21704 4.43481 2.73822
C 1.35821 -4.81028 -2.95614
C -3.08585 1.45680 -0.95852
C -4.76239 -0.65600 -1.38641
O -1.27636 0.07392 -1.35244
C 0.67455 0.86250 3.34449
C -0.06742 -3.19580 -1.89438
H 1.29462 -1.43144 -2.25197
C -0.57595 4.03619 0.66465
H 4.10390 1.09319 -2.46116
N 2.06412 0.06158 -0.97463
C -1.50924 -0.07687 3.06987
C 2.12687 -4.89445 -1.80520
H -5.39092 -1.51445 -1.57572
C 4.04333 3.13766 -1.84622
H 2.40479 -4.22411 0.20055
H 0.31635 1.31289 4.27350
H -2.07670 -2.79386 0.09745
H -1.95337 5.63514 0.98497
C -0.19786 2.73487 1.03103
H -6.37962 0.71453 -1.00027
H -1.11051 -1.06373 3.28886
H -2.91147 -1.71965 -1.76563
H 1.44490 1.49324 2.90997
H 1.09169 -0.12016 3.55530
H 1.61366 -5.40789 -3.82044
C 3.19668 -0.77802 -0.50389
C 1.84702 2.43602 -0.29453
H 2.98005 -5.55801 -1.76816
N 0.77223 1.98992 0.40426
H 1.92240 4.47881 0.41609
Pd 0.44150 -0.00382 0.50742
C -3.40247 -0.80076 -1.48635
C 1.79779 -4.13552 -0.69117
C -1.65577 4.63908 1.28319
C 3.59255 1.82245 -1.84909
H 3.83555 5.09767 -0.99422
C 0.26095 -3.95874 -3.00117
H 2.45088 -0.33964 -3.03137
H -1.78679 0.38083 4.02098
C -2.01867 2.66515 2.62778
P 0.19615 -2.28910 0.70191

Cartesian forces (eV/Å) of the 6 atoms listed first:
H -0.01 0.06 0.01
H 0.00 0.00 0.00
H 0.01 0.00 -0.01
H 0.06 0.13 -0.02
N -0.05 -0.12 -0.22
C -0.06 0.06 0.02

Computed properties:
Multiplicity: 2
Relative energy (zero: lowest compared OMol25 entry of this formula, charge and spin): 18.0 kJ/mol
Highest occupied orbital energy (spin up / spin down): -13.6 / -13.7 eV
Net charge: +2
M: 594.0 g mol⁻¹
Expectation value of S²: 0.798
HOMO-LUMO gap (spin up / spin down): 0.2713 / 0.2182 Eh

Molecular formula: C29H37AsN8O2S3Tl
Method: DFT, ωB97M-V/def2-TZVPD

Cartesian coordinates (Å):
C -4.60515 1.35368 0.26732
C -2.43595 -6.15837 3.18928
H -3.00949 -1.73446 1.22689
O -1.77187 -5.05490 3.61539
H 2.02221 -0.68636 5.20269
N -0.90074 0.10641 4.29621
H 2.62097 -4.82827 7.37073
H -3.39911 -3.92309 2.15041
H 5.68030 -1.18074 1.05273
N -0.45154 -0.23679 2.15018
H -4.61030 0.86580 -0.70823
H -2.51574 -1.49718 -2.87288
C 2.89144 -3.59271 0.94668
C -3.12630 -1.86933 0.17285
C -0.93996 -5.55604 4.56119
C 1.88925 -4.41739 6.69353
C -4.72975 -4.68421 0.64957
H -3.08318 4.82493 -1.37144
H 3.16136 -4.46123 0.34144
N -1.09707 -6.84085 4.69382
H -5.25407 -7.96735 0.04028
H -3.63771 -8.17316 1.91542
H -4.75802 4.23089 -1.49852
H 1.35994 -1.30492 2.50969
H -4.79637 4.21902 1.85235
C 5.22492 -0.55745 1.81997
H -3.42384 3.33455 -2.26760
C 3.63353 -0.23301 -1.24244
H -3.44118 3.40677 2.67730
C -3.71590 3.93570 -1.40376
H 4.47711 -2.11080 -0.56525
H -5.53852 -2.73779 1.06654
H 2.88674 0.08437 -1.97130
H 4.21590 -3.92447 2.57359
H 5.97507 -0.33783 2.58281
C -2.89938 -1.75596 -1.90824
C 0.94444 -5.24250 6.11252
C -3.80874 -4.80297 1.67802
C 4.72313 0.75475 1.24237
H -3.14930 4.88661 1.74947
C -3.41530 -6.05989 2.13083
C 0.49684 -0.79233 2.88328
C -3.94858 -7.20860 1.54744
C -5.18220 -3.31121 0.20468
C 1.90710 -3.06246 6.40872
C 0.00699 -3.32874 4.97678
N -2.04030 -7.22056 3.82650
N 0.23146 -0.59031 4.17666
C -1.28375 0.30971 3.06247
C 0.00854 -4.69990 5.23469
H 0.54704 -0.49631 6.18389
C 4.08864 -3.17868 1.78844
S 3.18179 0.69517 0.26237
H 3.58089 -2.21137 -2.08320
H -5.95089 -5.75097 -0.75002
H 5.50318 1.20561 0.62626
H 0.91951 -6.29873 6.31935
C -5.23912 -5.83183 0.05749
H -2.15645 0.87430 2.79405
C -4.85060 -7.08386 0.50948
C 0.98403 -1.01290 5.32325
H 5.00874 -3.14546 1.20654
C -3.73791 3.96991 1.79149
N -3.96920 -2.48910 -1.73588
N -4.11472 -2.55967 -0.41142
H -5.61719 1.63227 0.54814
H -4.18951 0.65899 0.99895
H 2.05959 -3.86823 1.59306
As -3.38054 2.88056 0.20547
C 0.95680 -2.50734 5.55709
H -5.98805 -3.39748 -0.52651
S 2.14869 -2.32537 -0.14727
H 4.47059 1.44527 2.04663
H 4.61593 0.10318 -1.57663
O -1.84908 2.31457 0.19328
Tl -0.24595 0.34141 -0.39045
H 2.65931 -2.42795 6.85288
S 3.92641 -1.56188 2.63933
C 3.60507 -1.74734 -1.09641
H -0.75034 -2.92163 4.32343
N -2.33971 -1.34671 -0.74734

Cartesian forces (eV/Å) of the 6 atoms listed first:
C 0.26 0.33 -0.09
C 0.42 -0.64 0.57
H -0.01 -0.07 0.36
O -0.01 0.04 -0.02
H -0.15 0.02 0.05
N -0.68 0.39 0.65

Computed properties:
Multiplicity: 1
Highest occupied orbital energy: -10.5 eV
Net charge: +1
M: 905.2 g mol⁻¹
HOMO-LUMO gap: 0.3108 Eh

Molecular formula: C29H37FN3O9
Method: DFT, ωB97M-V/def2-TZVPD

Cartesian coordinates (Å):
C 2.13884 -0.49595 1.95434
C 0.36066 -1.04172 0.41464
C 1.59354 1.81521 4.32878
H -0.26182 -0.61952 3.87521
O -0.68240 -3.08108 0.27954
C -2.01780 -1.33936 -4.01729
H 1.92214 -4.47452 -1.90556
H -2.38721 4.13485 1.87260
O 4.38590 -0.24675 -0.19201
H 1.25871 -3.49583 1.31457
H -2.59830 3.11209 -0.75663
H -1.16228 2.54632 3.57323
H 3.31159 1.43563 3.13053
C 3.37992 -0.91335 2.72014
F -0.31208 3.17344 0.51229
C -3.23741 3.73279 -2.67206
O -0.70347 -1.92247 -1.61812
H 2.90612 -3.02012 1.61245
H -0.86851 -3.91606 -2.09389
O 1.84756 0.75511 5.13278
H -2.37603 -3.17921 -1.53992
C -2.46837 2.96325 -1.80466
C 0.16827 -1.01053 4.79518
C -1.37846 1.93305 -3.67684
C -3.16253 -1.09998 -4.99455
H -1.23063 -3.33812 -4.27225
H 2.30607 2.70367 2.51608
H -4.34684 -0.74486 -3.35762
H -1.69103 1.25103 2.53523
H -3.35473 3.06650 2.92736
C -1.40145 2.29889 2.54456
C 4.71851 -0.07945 0.93145
C -2.15581 2.69350 -4.54285
H 5.54881 1.17119 2.47381
H -2.01940 2.59029 -5.60682
C -0.10140 0.25680 0.52869
H 0.94164 -1.73709 4.56571
N -4.46732 -0.93019 -4.34446
C 5.42565 1.15530 1.39567
O 0.46920 0.97195 -1.75914
N 2.43261 -3.11313 -0.39720
C 2.05032 -2.82953 0.97737
C -3.09868 3.58712 -4.04892
O 0.25882 0.39505 6.69321
C -1.49337 -3.03372 -2.14751
O 0.92288 2.73864 4.63684
H -3.09283 2.63814 1.28036
H -0.64566 1.27090 -4.10354
O -1.16256 0.67208 -0.24658
H -3.19862 -1.95854 -5.66139
H -2.94490 -0.23443 -5.61597
H -0.62563 -1.50589 5.33672
H 0.52326 3.13114 2.30383
C -0.38029 -2.10764 -0.36016
H -5.01428 -1.77598 -4.42307
H -2.87147 -3.25426 -3.71023
C -1.54181 2.04998 -2.29391
O 4.50215 -1.07087 1.87033
C -1.88819 -2.79913 -3.59865
H 4.84606 2.01495 1.07284
C -2.62080 3.10853 2.13138
C 0.69043 0.08281 5.65315
H 6.39072 1.23022 0.90979
H 1.32021 -4.92939 -0.32376
H -3.95520 4.42720 -2.26550
H -3.69845 4.17174 -4.72757
C 0.49859 1.14898 1.42673
H 2.09262 -2.42635 -1.05181
C -0.65360 1.21146 -1.46298
C 1.51584 -1.42389 1.12663
H 3.58873 -0.28314 3.57624
C 2.28670 1.73188 2.97998
H 3.18128 -1.89301 3.13088
C 2.16016 -4.46741 -0.84633
H -2.11170 -0.67669 -3.16166
H -1.08932 -1.05573 -4.51027
H 3.02322 -5.11487 -0.71431
N 1.62136 0.76168 2.08851
C -0.11646 2.50646 1.69637

Cartesian forces (eV/Å) of the 6 atoms listed first:
C -0.23 -0.37 -0.14
C 0.74 0.31 -0.21
C 0.41 -0.06 0.08
H 0.11 0.09 -0.22
O -0.25 -0.23 0.24
C 0.39 0.04 -0.48

Computed properties:
Multiplicity: 1
Relative energy (zero: lowest compared OMol25 entry of this formula, charge and spin): 0.0 kJ/mol
Highest occupied orbital energy: -11.3 eV
Net charge: +1
M: 590.6 g mol⁻¹
HOMO-LUMO gap: 0.2545 Eh

One value per record, in order, for maximum force: 0.9, 1.8, 1.1 eV/Å.